{
  "formula": "C46H138O46",
  "method": "the ωB97M-V functional and the def2-TZVPD basis",
  "homo_ev": -9.05,
  "molar_mass_da": 1427.56,
  "de_lowest_kcal_mol": 124.7,
  "lumo_ha": -0.0128,
  "species": ["C", "C", "O", "O", "H", "H", "H", "H", "H", "H", "C", "C", "O", "O", "H", "H", "H", "H", "H", "H", "C", "C", "O", "O", "H", "H", "H", "H", "H", "H", "C", "C", "O", "O", "H", "H", "H", "H", "H", "H", "C", "C", "O", "O", "H", "H", "H", "H", "H", "H", "C", "C", "O", "O", "H", "H", "H", "H", "H", "H", "C", "C", "O", "O", "H", "H", "H", "H", "H", "H", "C", "C", "O", "O", "H", "H", "H", "H", "H", "H", "C", "C", "O", "O", "H", "H", "H", "H", "H", "H", "C", "C", "O", "O", "H", "H", "H", "H", "H", "H", "C", "C", "O", "O", "H", "H", "H", "H", "H", "H", "C", "C", "O", "O", "H", "H", "H", "H", "H", "H", "C", "C", "O", "O", "H", "H", "H", "H", "H", "H", "C", "C", "O", "O", "H", "H", "H", "H", "H", "H", "C", "C", "O", "O", "H", "H", "H", "H", "H", "H", "C", "C", "O", "O", "H", "H", "H", "H", "H", "H", "C", "C", "O", "O", "H", "H", "H", "H", "H", "H", "C", "C", "O", "O", "H", "H", "H", "H", "H", "H", "C", "C", "O", "O", "H", "H", "H", "H", "H", "H", "C", "C", "O", "O", "H", "H", "H", "H", "H", "H", "C", "C", "O", "O", "H", "H", "H", "H", "H", "H", "C", "C", "O", "O", "H", "H", "H", "H", "H", "H", "C", "C", "O", "O", "H", "H", "H", "H", "H", "H"],
  "coordinates": [[19.9624, 21.7974, 13.8874], [19.0786, 21.3987, 12.6858], [19.3693, 20.0317, 12.3662], [21.2962, 21.6872, 13.5151], [19.7754, 21.1586, 14.7506], [19.7544, 22.8256, 14.1834], [19.4277, 22.0044, 11.8495], [18.0381, 21.6429, 12.8999], [18.6106, 19.5756, 11.9947], [21.5470, 20.7647, 13.6025], [10.6383, 25.4288, 10.9449], [10.2344, 26.9602, 11.1365], [8.8401, 27.0627, 11.1248], [10.1772, 24.6511, 12.0133], [11.7274, 25.4565, 10.9784], [10.3129, 24.9691, 10.0116], [10.5820, 27.4116, 10.2073], [10.6958, 27.3818, 12.0295], [8.4454, 26.7107, 10.3235], [10.2890, 23.7332, 11.7554], [16.8024, 15.7507, 15.8742], [16.3714, 15.6949, 17.3154], [15.1416, 16.4571, 17.4609], [15.8944, 15.0141, 15.0992], [17.7737, 15.2886, 15.6975], [16.9431, 16.7713, 15.5182], [17.2384, 15.9658, 17.9179], [16.2889, 14.6390, 17.5731], [14.7938, 16.1624, 18.3058], [15.0573, 15.4343, 15.3097], [17.3823, 24.6777, 14.7810], [16.7759, 23.3504, 15.1971], [17.6955, 22.7738, 16.0942], [16.4795, 25.3478, 14.0190], [18.3295, 24.6472, 14.2425], [17.7122, 25.3078, 15.6069], [16.7289, 22.7657, 14.2783], [15.8228, 23.4159, 15.7219], [17.2632, 21.9625, 16.3709], [16.4612, 24.7892, 13.2385], [10.4477, 23.7749, 20.0555], [9.5732, 24.4144, 21.1247], [8.2290, 24.0213, 21.1687], [10.4297, 24.4435, 18.8080], [10.1880, 22.7273, 19.9030], [11.4306, 23.6542, 20.5109], [9.5081, 25.4957, 21.0035], [10.0099, 24.2036, 22.1009], [7.7240, 24.3833, 20.4369], [11.2613, 24.2520, 18.3681], [9.8025, 21.3484, 17.0792], [9.5779, 21.7294, 15.5711], [8.3054, 21.3570, 15.1644], [9.8383, 19.9488, 17.3468], [9.0191, 21.8188, 17.6734], [10.7390, 21.8368, 17.3485], [10.3212, 21.4067, 14.8420], [9.4711, 22.8130, 15.5217], [8.2835, 21.4126, 14.2062], [9.8406, 19.7515, 18.2863], [15.1070, 22.6495, 18.5882], [13.7494, 23.2613, 18.9257], [12.9217, 23.4679, 17.7488], [15.9958, 22.7068, 19.8005], [15.6084, 23.1769, 17.7766], [15.0309, 21.6537, 18.1515], [13.8838, 24.3311, 19.0859], [13.1273, 22.7834, 19.6825], [13.1402, 22.6788, 17.2476], [16.4770, 23.5375, 19.8026], [17.0494, 11.9098, 13.4707], [17.3720, 13.0905, 12.4772], [16.4296, 14.1398, 12.6341], [17.1631, 12.1325, 14.8176], [17.7296, 11.1278, 13.1332], [16.0413, 11.6006, 13.1947], [17.2602, 12.7454, 11.4493], [18.3634, 13.5349, 12.5653], [16.3511, 14.5571, 13.4951], [16.3140, 12.4795, 15.1006], [13.0024, 18.9944, 8.5721], [13.3822, 17.6995, 9.2292], [14.6149, 17.8935, 9.9368], [13.7620, 19.1353, 7.4358], [13.1327, 19.8405, 9.2468], [11.9278, 18.8753, 8.4337], [13.6239, 16.9288, 8.4972], [12.5718, 17.3155, 9.8488], [15.3075, 18.0162, 9.2835], [14.6809, 19.1068, 7.7125], [8.4375, 16.4663, 13.8259], [8.4531, 17.7477, 14.7752], [9.6961, 18.2551, 15.0463], [9.2173, 16.6545, 12.7022], [7.3812, 16.2809, 13.6314], [8.9092, 15.6919, 14.4308], [7.8122, 17.5286, 15.6292], [7.9390, 18.5575, 14.2575], [9.5855, 19.0694, 15.5426], [8.8383, 16.0370, 12.0723], [18.3932, 18.7399, 18.3524], [17.4052, 19.9683, 18.4364], [16.7884, 20.2246, 17.1120], [19.6501, 19.0729, 17.7886], [17.9535, 17.9036, 17.8088], [18.4356, 18.4172, 19.3927], [17.9311, 20.8673, 18.7577], [16.5796, 20.0128, 19.1468], [15.8508, 20.0197, 17.1350], [19.4516, 19.2676, 16.8697], [14.4942, 28.0697, 15.7183], [15.1803, 29.4236, 15.9717], [16.0287, 29.8285, 14.9060], [15.0281, 27.0568, 16.5322], [14.5335, 27.7431, 14.6791], [13.4418, 28.1901, 15.9751], [15.8866, 29.2956, 16.7920], [14.5584, 30.2812, 16.2287], [16.6668, 29.1291, 14.7469], [15.6362, 26.5416, 15.9971], [17.0821, 17.6052, 12.0292], [16.3003, 18.5908, 12.9464], [15.5992, 19.5476, 12.1783], [17.8321, 18.2775, 10.9944], [16.3126, 16.8961, 11.7240], [17.7439, 16.9973, 12.6462], [17.0631, 19.1543, 13.4837], [15.5787, 18.0537, 13.5619], [15.1279, 19.1288, 11.4543], [17.5823, 17.9464, 10.1286], [11.4291, 15.5485, 18.5037], [11.1964, 16.7566, 17.5616], [11.3490, 16.3336, 16.1652], [10.3268, 14.6824, 18.2783], [11.3211, 15.8374, 19.5492], [12.3943, 15.0488, 18.4206], [11.9814, 17.5039, 17.6775], [10.2344, 17.1438, 17.8973], [10.7054, 16.8828, 15.7115], [10.2647, 14.6622, 17.3206], [13.9611, 11.8350, 17.9991], [13.8201, 12.8723, 16.8286], [14.4532, 12.5573, 15.6415], [13.5078, 10.5147, 17.7887], [13.5753, 12.3196, 18.8959], [15.0483, 11.8122, 18.0737], [14.0955, 13.9130, 16.9996], [12.7412, 12.8594, 16.6739], [14.3176, 13.2375, 14.9778], [14.1503, 10.0937, 17.2129], [21.4043, 18.5099, 15.0335], [20.1344, 17.6524, 14.9545], [19.0686, 18.5588, 14.7540], [21.8592, 18.9558, 13.7987], [22.1436, 17.9018, 15.5549], [21.1706, 19.3801, 15.6468], [20.1754, 17.0399, 15.8553], [20.1876, 16.9435, 14.1282], [19.2326, 19.1185, 13.9915], [22.0629, 18.1181, 13.3763], [13.0435, 24.6708, 14.4955], [11.7465, 25.0184, 15.2358], [10.9523, 25.7766, 14.4032], [13.0201, 23.5998, 13.5124], [13.7430, 24.3517, 15.2682], [13.5722, 25.5751, 14.1942], [11.8185, 25.4438, 16.2368], [11.1536, 24.1186, 15.3998], [10.6962, 25.2634, 13.6334], [13.2935, 23.9750, 12.6721], [16.1293, 14.8549, 21.6502], [15.7097, 14.0310, 20.4419], [14.7466, 14.7164, 19.6595], [16.9722, 15.9352, 21.3650], [16.7086, 14.2063, 22.3073], [15.2773, 15.1009, 22.2841], [15.2480, 13.1548, 20.8971], [16.5732, 13.7222, 19.8527], [14.1260, 15.2323, 20.1794], [16.4720, 16.6881, 21.0418], [15.7737, 22.5452, 11.5666], [14.9384, 23.0633, 10.3986], [14.0291, 24.1126, 10.8199], [16.7319, 23.5516, 11.7831], [16.2615, 21.6321, 11.2255], [15.0991, 22.3882, 12.4083], [14.2934, 22.2372, 10.0989], [15.5358, 23.3874, 9.5464], [13.9765, 24.8580, 10.2172], [17.3629, 23.5568, 11.0596], [11.5429, 20.9496, 11.7233], [11.3432, 19.5063, 12.1389], [10.6221, 18.6273, 11.2679], [10.4568, 21.8174, 11.7977], [11.9412, 20.8811, 10.7110], [12.3077, 21.4304, 12.3332], [10.8853, 19.3910, 13.1213], [12.3792, 19.1706, 12.1854], [10.1496, 18.0306, 11.8530], [9.7327, 21.2177, 11.6038], [12.9736, 17.7608, 21.1099], [14.1661, 18.6428, 20.5252], [15.3219, 18.4612, 21.2735], [13.1271, 16.3693, 21.0804], [12.0901, 17.9706, 20.5070], [12.6558, 18.0267, 22.1180], [13.8921, 19.6975, 20.5021], [14.2751, 18.3675, 19.4762], [15.9319, 19.2025, 21.2691], [12.5101, 16.0180, 21.7265], [12.7302, 15.6199, 13.3917], [11.7601, 14.5478, 12.8117], [12.3949, 13.2780, 12.7200], [13.2893, 15.3392, 14.6848], [12.1870, 16.5592, 13.4955], [13.5628, 15.8179, 12.7167], [11.4581, 14.7423, 11.7826], [10.8548, 14.5357, 13.4187], [12.4221, 12.8156, 13.5609], [12.6309, 15.6874, 15.2905], [13.6462, 19.1612, 15.8634], [14.0556, 20.4216, 15.0883], [13.5354, 21.5926, 15.7402], [14.4823, 19.0007, 16.9771], [13.7016, 18.2276, 15.3036], [12.6269, 19.2049, 16.2472], [13.4690, 20.3999, 14.1698], [15.1235, 20.5171, 14.8922], [13.4474, 22.2280, 15.0260], [14.4065, 18.0808, 17.2410]],
  "atomic_forces_ev_per_a": [[-0.7, -0.3, -0.6], [0.9, 0.2, 0.6], [-0.2, 0.3, 0.9], [0.9, 0.5, 0.0], [-0.4, 0.0, 0.1], [0.0, 0.0, 0.0], [-0.1, 0.2, -0.2], [-0.2, -0.5, -0.1], [-0.1, 0.1, -0.6], [0.2, -0.3, -0.3], [0.6, 1.8, 0.9], [-0.2, -2.8, -2.1], [-0.9, 0.8, 1.2], [-0.5, 0.0, 0.2], [0.4, -0.2, -0.3], [-0.2, 0.5, -0.3], [0.7, 0.5, 0.2], [-0.4, 0.0, 0.0], [0.4, -0.1, -0.1], [0.1, -0.5, 0.3], [0.8, -0.2, 0.0], [0.9, -0.2, -0.6], [1.2, -0.8, 0.0], [0.0, 0.5, -0.1], [0.1, -0.2, 0.5], [-0.4, 0.4, 0.0], [-0.4, 1.0, 0.5], [-0.9, -0.1, 0.0], [-0.2, -0.5, 0.5], [-0.9, -0.2, -0.6], [1.1, 0.1, 1.5], [1.8, 0.3, 0.3], [0.1, -0.2, 0.1], [-1.5, 1.3, -1.2], [0.2, -1.1, -0.2], [-0.6, -0.1, 0.7], [-0.6, -0.3, -0.1], [-0.4, 0.5, -0.6], [0.3, -0.9, 0.6], [-0.6, 0.3, -0.9], [0.1, -0.5, 0.2], [-0.2, 0.8, -0.5], [-0.8, -1.2, 0.2], [-0.3, 0.3, 0.7], [-0.7, -0.3, 0.1], [0.5, 0.7, -0.2], [0.9, 0.2, -0.1], [-0.2, -0.1, 0.0], [0.3, 0.1, -0.1], [0.3, -0.2, -0.4], [0.1, 0.9, -0.9], [-0.1, 0.7, 1.5], [-1.5, -1.8, -0.5], [0.1, -0.3, -1.0], [-0.2, 0.1, -0.2], [0.2, -0.1, 0.1], [0.5, -0.2, 0.4], [1.2, 0.4, 0.5], [-0.2, 0.1, -0.1], [-0.1, 0.4, 0.0], [0.9, 0.6, 1.1], [-0.2, 2.1, -1.1], [0.5, -1.2, 0.2], [-1.4, -1.0, -1.4], [-0.2, 0.5, 0.1], [0.0, -0.4, 0.9], [0.5, -0.2, 1.5], [0.6, -0.2, 0.2], [-0.6, -0.3, -1.1], [-0.1, 0.1, -0.3], [0.6, 0.3, -2.9], [-0.9, 0.4, 1.6], [-0.6, 0.1, -1.5], [0.5, 0.4, 0.6], [0.1, -0.4, 0.4], [-0.2, -0.1, 0.0], [0.0, -0.2, 0.0], [0.4, -0.4, 0.3], [0.4, -0.3, 0.7], [-0.3, 0.1, 0.6], [-1.1, -1.1, 1.3], [0.6, -0.2, 0.2], [0.0, -0.1, 1.0], [0.3, 0.7, -1.6], [0.1, 0.0, 0.3], [0.0, 0.5, -1.1], [-0.6, 0.1, -0.4], [0.5, 0.2, 0.6], [0.1, -0.2, 0.0], [0.1, 0.2, -0.2], [0.4, 1.8, 3.4], [-2.3, -0.4, -2.3], [1.8, -0.8, 0.2], [-0.1, 0.1, -1.3], [0.1, -0.2, -0.1], [-0.4, -0.6, 0.1], [0.3, -0.3, 0.5], [-0.6, -0.1, -0.3], [0.1, 0.3, 0.6], [0.4, 0.0, -0.6], [-1.6, 1.1, 0.7], [-0.2, 0.2, -2.0], [1.8, 0.7, 0.8], [-0.5, -0.1, 0.7], [-0.3, 0.2, -0.2], [1.0, -0.2, 0.1], [0.6, 0.0, -0.5], [0.0, -1.2, 0.3], [-0.2, -0.7, 0.2], [-0.1, 0.1, -0.5], [-0.8, 0.8, 0.3], [1.5, -0.4, -0.1], [-0.2, 0.5, -0.8], [0.3, -0.5, 0.4], [0.1, 0.4, -0.2], [-0.2, -0.2, 0.1], [-0.5, -0.3, 0.7], [-0.3, -0.3, -0.4], [0.0, -0.1, 0.0], [0.1, -0.2, -0.1], [-1.0, -0.3, 1.0], [1.1, 0.2, -1.4], [-0.2, 0.7, 0.1], [-0.8, -0.5, 0.6], [0.3, 0.0, -1.1], [0.3, 0.2, 0.0], [-0.5, 0.0, 0.7], [0.4, -0.3, 0.4], [-0.2, -0.5, -0.2], [0.0, -0.1, 0.1], [-1.0, 0.6, -0.2], [2.2, -0.9, 0.6], [-1.2, -0.2, 1.9], [0.3, -0.3, -0.1], [0.2, 0.4, -0.1], [0.1, 0.0, -0.4], [-0.1, 0.3, 0.5], [-0.2, 0.1, -1.0], [-0.3, 0.6, -0.8], [-0.3, -0.4, -0.3], [2.5, 1.5, -1.4], [-2.4, 0.0, 0.5], [1.0, -2.0, -1.0], [-0.6, 0.7, 0.0], [-0.4, -0.4, -0.1], [0.4, -0.3, 0.8], [0.1, -0.1, 1.3], [-0.5, 0.3, -0.3], [-0.2, 0.5, 0.1], [0.0, -0.1, -0.1], [-0.5, -0.9, 1.4], [1.3, 1.3, -0.9], [-1.2, -1.2, 1.7], [0.3, -0.4, -0.4], [0.5, 0.2, 0.1], [0.2, 0.0, 0.1], [-1.2, 0.4, 0.4], [0.2, -0.2, -0.3], [0.6, 0.2, -0.8], [0.3, 0.3, -0.9], [1.3, -0.3, 2.2], [-0.4, -1.7, -1.4], [-0.8, 2.1, -0.1], [-0.6, 0.8, 0.9], [0.1, -0.4, 0.3], [-0.5, 0.1, -0.9], [0.7, 0.5, -0.3], [0.5, -0.8, 0.4], [-0.2, -0.3, -0.4], [0.1, 0.0, -0.5], [0.8, -0.7, 0.2], [-0.7, 0.5, 1.5], [0.5, -0.2, -1.4], [0.2, 0.2, -0.1], [0.2, -0.2, -0.1], [-0.4, 0.4, -0.3], [-0.1, -0.5, -0.3], [-0.2, 0.2, -0.2], [-0.1, 0.1, 0.8], [-0.3, 0.2, 0.1], [-0.3, 1.0, -2.3], [-1.6, -0.4, 0.3], [0.4, -0.3, 0.4], [0.6, 0.6, 1.5], [-0.2, -0.3, 0.4], [0.5, 0.0, 0.3], [0.0, -0.2, -0.4], [0.2, 0.0, 0.1], [0.3, -0.2, -0.2], [0.1, -0.1, 0.0], [1.1, -0.4, -0.3], [0.4, -0.4, 0.6], [0.3, 1.3, -0.5], [-1.3, -0.4, -0.1], [0.0, 0.3, -0.4], [0.2, -0.4, 0.2], [0.2, 0.3, 0.3], [0.2, -0.4, 0.3], [-0.3, -0.4, 0.1], [-0.8, 0.4, -0.2], [-0.2, 1.9, -0.4], [-1.6, -0.9, 0.3], [0.7, -0.9, 0.6], [0.8, -0.7, 0.0], [-0.1, 0.5, -0.4], [0.6, 0.5, 0.2], [-0.5, 0.0, 0.2], [0.3, -0.2, -0.2], [-0.2, 0.3, -0.3], [0.1, -0.3, 0.0], [-0.1, 0.3, -0.4], [1.2, -0.2, 0.7], [-0.2, 0.0, -0.1], [-0.2, -0.7, -1.1], [-0.3, 0.2, -0.2], [0.0, -0.3, -0.1], [0.1, 0.6, 0.1], [-0.1, -0.2, 0.2], [0.0, 0.2, 0.2], [-0.3, 0.0, 0.8], [0.2, 0.3, 0.1], [-1.8, -0.4, 0.0], [0.5, -0.3, 0.5], [-0.1, 0.5, 0.7], [0.1, 0.2, -0.8], [-0.4, 0.6, -0.4], [0.5, -0.4, -0.5], [0.0, -0.3, 0.1], [-0.1, 0.6, -0.2], [0.7, -0.4, 0.2]]
}